1.
This record from the Open Molecules 2025 dataset describes a 12-piece molecular cluster, C20H57FIN25O16 overall at a distorted geometry. The level of theory is ωB97M-V/def2-TZVPD.

- Gap between HOMO and LUMO: 6.5 eV
- E_tot: -102496.8113 eV
- ΔE to the lowest compared entry with this formula, charge and spin: 792.8 kJ/mol
- Molar mass: 1049.737 g/mol

Structure (XYZ):
```
120
Properties=species:S:1:pos:R:3:forces:R:3
I 1.48613 0.73670 -5.44899 0.7 -0.2 1.2
F 1.62866 1.40051 -0.08159 -1.4 -0.5 -2.8
O 3.09728 -1.27765 -3.82129 -3.9 8.0 1.2
O -1.94301 -6.68006 6.12341 0.4 0.3 0.7
O -1.71549 -3.85782 -1.79103 -1.2 -0.6 -1.9
O 0.62902 -9.84011 4.00052 0.1 -0.4 0.0
O 3.08785 -5.28164 3.35762 0.1 0.0 0.2
O 6.62430 -7.39250 2.02644 -0.1 0.0 -0.3
O -1.33703 -0.77938 1.41549 0.8 0.0 -8.4
O -1.63435 -4.29515 3.53839 0.0 -0.5 -1.0
O 1.04253 1.40434 -8.92948 -0.1 0.2 0.3
O -2.55397 -0.05632 -0.53383 5.6 -2.8 0.5
O -1.69103 -1.97665 -3.64841 -0.7 0.3 0.0
O 0.86985 4.25999 -2.99557 -0.2 -0.3 -0.1
O -7.55215 5.18506 0.98028 0.1 -0.1 0.0
O -3.89538 10.42605 3.04005 -0.1 0.1 -0.1
O -0.64077 6.38436 1.95101 0.1 0.4 0.2
O 3.96231 8.45873 -3.91804 -0.2 0.0 0.1
N 2.01049 4.72750 -1.10973 0.6 -0.8 1.1
N -1.25157 -0.71513 -3.49763 2.6 2.9 4.2
N -2.61375 8.57607 2.93337 0.4 -0.6 0.8
N -0.41761 -1.16486 -1.04225 -0.8 1.4 -0.7
N -0.49372 -3.82764 5.42423 0.3 -0.9 0.7
N 0.08142 -8.43231 2.32881 0.1 -0.1 -1.8
N -5.32878 5.54723 0.93786 1.5 -0.9 -0.4
N 5.10423 6.81387 -2.88535 -0.4 -1.4 0.7
N -3.42972 -5.85952 4.64273 -0.4 0.0 -0.2
N -4.09834 -7.32780 6.23014 -0.7 -1.1 1.1
N 1.59217 -4.37685 1.93625 -1.2 0.8 0.2
N -0.41487 -7.90000 4.47196 0.1 0.0 0.6
N -6.74742 7.24107 1.42884 -0.6 1.2 0.3
N 3.42876 -5.42962 1.13540 1.1 -0.5 -0.8
N 8.45640 -6.22133 2.61646 1.6 0.2 -0.7
N 2.32416 -0.44564 -9.03617 0.8 -0.7 0.9
N 1.54806 6.37102 -2.59559 -0.2 1.0 -0.6
N 1.20669 0.27056 -10.86948 -0.6 0.2 -1.3
N -1.40382 5.61296 -0.02359 0.2 0.4 -1.3
N 6.56949 -6.08252 3.85864 -0.8 0.2 0.8
N -0.06512 1.03412 -1.99861 1.9 -2.1 -0.3
N -3.73122 9.29227 1.10005 -0.9 -0.1 -1.7
N -0.95614 -2.18412 3.93838 -0.3 0.4 -0.6
N -2.28807 4.84780 1.91428 -0.7 -0.4 0.9
N 6.19058 8.64878 -3.64408 1.0 1.0 -0.3
C 2.72605 -5.04449 2.21593 0.2 -0.2 0.5
C 1.24869 0.63584 -1.29389 2.0 -1.9 1.1
C 1.49558 0.46942 -9.57078 -0.1 0.3 0.2
C 7.18122 -6.61508 2.78542 -0.6 -0.3 -0.1
C 1.03595 -0.90302 -0.68138 -0.5 -0.7 -0.7
C -3.08421 -6.62595 5.69289 -0.4 0.5 -0.6
C -1.44710 -0.66076 -0.05377 -4.5 2.0 5.5
C 0.13038 -8.79107 3.62441 0.2 -0.2 0.8
C -3.44232 9.49113 2.39875 0.1 0.6 1.2
C -3.05623 -2.16186 -3.13202 -2.8 -0.6 -0.4
C 5.01834 8.00288 -3.50865 -0.6 0.4 -0.3
C -6.60331 5.94275 1.10756 -1.1 -0.3 0.0
C 1.43979 5.06796 -2.27936 -0.3 -0.2 -0.4
C -1.06441 -3.48718 4.25460 0.6 1.2 0.9
C -3.10066 -3.46153 -2.12677 -0.5 -0.7 -0.2
C 2.49925 -0.06692 -3.66027 3.4 -6.7 0.3
C -1.39604 5.66122 1.32076 0.3 -0.2 0.2
C -0.64706 -0.32818 -2.30734 -1.3 0.5 1.9
C -4.03748 -3.26456 -0.79189 0.3 -0.8 0.6
C 2.60895 0.68559 -2.20779 -0.4 1.1 -0.8
H -0.55250 -4.79927 5.69979 -0.1 0.1 0.1
H -0.32501 -7.57286 1.99988 0.1 -0.1 0.1
H -0.58716 1.65860 -1.34522 -0.2 -1.0 -0.9
H -0.02009 -3.17665 6.02760 -0.1 -0.1 -0.2
H 2.48411 5.37849 -0.50636 -0.1 -0.1 0.0
H 8.95327 -6.59887 1.82026 -0.2 0.2 0.3
H 2.01340 7.05128 -2.01876 0.0 0.0 -0.2
H -4.35167 9.95858 0.65899 0.3 -0.2 0.1
H -5.04444 -7.29624 5.88965 0.2 0.0 0.0
H 5.96455 6.42196 -2.54123 -0.2 0.1 -0.1
H 7.07022 8.28963 -3.31351 -0.2 0.1 -0.1
H 1.56991 -0.49333 -11.41419 -0.1 0.2 0.1
H -5.20288 -3.25309 -1.03488 2.7 0.1 0.2
H -1.37835 -4.35425 -2.61612 -0.7 1.2 2.0
H -0.83018 -7.03100 4.18123 0.1 -0.2 0.1
H 1.27765 -4.17212 1.00279 0.0 -0.1 0.2
H -3.88110 -7.91753 7.02283 -0.1 0.2 -0.3
H 4.28902 -5.93521 1.30178 -0.2 0.0 -0.1
H -2.23061 7.79945 2.42140 0.3 0.1 0.1
H -2.37088 8.68896 3.90888 -0.1 -0.1 -0.4
H 1.95171 3.75587 -0.83417 0.0 0.3 0.1
H 8.93199 -5.58206 3.23062 -0.1 -0.1 -0.1
H -0.49080 -1.50386 4.51520 -0.1 -0.2 -0.1
H -2.01810 5.02398 -0.56006 0.1 0.1 0.1
H -5.17612 4.57712 0.69509 -0.2 0.4 0.1
H -5.97838 7.88046 1.53802 0.0 0.0 0.0
H 2.70729 -1.22226 -9.54813 -0.1 0.2 0.1
H -1.34135 0.01038 -4.26560 0.1 -1.2 1.0
H 7.01144 -5.44073 4.49500 -0.1 -0.1 -0.2
H 2.56702 -0.33276 -8.06066 0.0 -0.1 -0.4
H -3.56175 -4.36482 -2.74245 0.8 2.0 1.2
H -2.31502 4.85358 2.92557 0.0 -0.1 -0.3
H -1.37234 -1.88588 3.06592 0.2 0.3 -0.2
H -3.36799 8.52838 0.55535 0.1 0.2 0.1
H 3.48897 0.17275 -1.61912 -1.9 1.0 -1.2
H 0.58624 0.93686 -11.31054 0.3 -0.3 0.1
H 1.13186 6.66926 -3.46804 0.3 0.0 0.3
H -4.36395 -5.80178 4.27390 0.1 -0.1 0.2
H 3.14703 -5.24369 0.18772 0.0 -0.1 0.2
H -3.75747 -2.34225 -0.12522 -0.4 -1.6 -1.6
H -2.91817 4.24514 1.41235 0.2 0.0 0.1
H 5.60846 -6.35289 4.02231 0.1 0.2 0.0
H -3.85082 -4.22467 -0.11153 -0.4 2.0 -1.6
H -0.39876 -8.13145 5.45665 -0.2 0.3 -0.5
H 6.17019 9.54764 -4.10775 0.0 -0.4 0.2
H -2.69586 -5.31488 4.20882 0.1 0.3 -0.3
H 0.48090 -9.07513 1.65759 -0.1 0.3 0.3
H -4.53447 6.15636 1.03828 -0.2 -0.1 0.1
H -0.74743 6.20987 -0.50960 -0.2 -0.3 0.1
H 1.03343 -4.06890 2.72137 0.1 -0.1 -0.3
H -3.73640 -2.44548 -4.07051 1.6 0.7 1.9
H -7.69086 7.57972 1.56554 0.4 -0.1 0.0
H 4.24450 6.29490 -2.76288 0.3 0.1 -0.1
H 1.64027 -1.78241 -1.20830 -0.9 2.3 0.8
H 2.81413 1.83462 -2.43919 -0.3 -2.4 0.5
H -3.51132 -1.18032 -2.68609 1.3 -1.8 -0.5
H 1.22225 -1.00777 0.47339 -0.7 0.6 -2.3
```
Forces are in eV/Å.

---

2.
This record from the Open Molecules 2025 dataset describes C5H10O in the gas phase at a distorted geometry. The level of theory is ωB97M-V/def2-TZVPD.

- Structure (SMILES): CC(C)[C@H]1CO1
- Gap between HOMO and LUMO: 10.2 eV
- E_tot: -7390.4093 eV
- ΔE to the lowest compared entry with this formula, charge and spin: 420.3 kJ/mol
- Molar mass: 86.134 g/mol

Structure (XYZ):
```
16
Properties=species:S:1:pos:R:3:forces:R:3
O -1.87379 -1.35346 -0.72827 0.2 -0.3 -0.4
C 0.83886 1.49810 -0.47404 0.0 0.2 0.0
C 0.20266 0.22541 0.03536 0.9 -0.1 0.2
C -0.78737 -0.43532 -0.90833 0.5 -0.1 0.0
C -0.25610 0.30526 1.49201 0.2 0.0 0.1
C -0.52668 -1.82062 -0.55383 0.8 -0.4 0.0
H 0.59331 0.10489 2.14628 -0.1 0.1 0.1
H 0.46464 -2.05341 -1.07248 -2.2 -1.6 -1.0
H 1.13303 1.37354 -1.52271 0.0 0.1 0.1
H -0.39166 -2.03428 0.50615 0.1 0.3 -0.1
H 1.05562 -0.57448 -0.14842 -0.8 1.9 1.2
H -0.70994 -0.16538 -1.96755 0.2 -0.1 0.3
H -1.05541 -0.40762 1.73247 0.2 0.1 -0.1
H 1.74975 1.65147 0.11268 -0.1 0.2 -0.1
H -0.63756 1.30528 1.73370 0.1 -0.2 -0.2
H 0.20064 2.38064 -0.38301 0.0 0.0 0.0
```
Forces are in eV/Å.

---

3.
This record from the Open Molecules 2025 dataset describes C27H29BrN4O2SSe2SiW as an isolated structure at a distorted geometry. The level of theory is ωB97M-V/def2-TZVPD.

- Gap between HOMO and LUMO (alpha / beta): 6.4 / 6.4 eV
- E_tot: -259786.7894 eV
- ΔE to the lowest compared entry with this formula, charge and spin: 114.6 kJ/mol
- Net charge: +2
- Molar mass: 923.372 g/mol

Structure (XYZ):
```
68
Properties=species:S:1:pos:R:3:forces:R:3
W -1.33088 -0.66403 0.12212 -2.6 -1.6 1.7
Br 4.26238 -5.31718 1.97999 0.0 0.0 0.0
Se -2.43997 0.61667 -1.44496 -0.6 0.1 -0.5
Se -2.92093 -2.06587 1.02122 0.5 0.0 -0.3
S 0.97746 0.59708 -0.72804 0.1 0.2 0.1
Si -3.50381 2.29171 -2.94019 0.3 -0.2 0.4
O -0.01151 0.99187 0.34513 0.9 0.7 -0.4
O 0.89186 1.29677 -1.96643 0.1 0.0 0.0
N 0.54585 -0.98214 -0.79374 0.0 0.4 -0.3
N -0.12130 -1.10779 1.94799 0.3 -0.3 -0.1
N -1.12107 -2.21663 -1.48645 0.3 0.7 -0.3
N -2.07632 0.68916 1.81660 0.2 -0.1 -0.2
C 4.02890 1.80763 1.49615 0.0 0.0 0.0
C 3.15232 -2.77008 2.52165 0.0 0.1 0.0
C 2.53403 0.69128 0.01800 0.1 -0.2 0.1
C -2.53538 1.98928 -4.45877 0.1 -0.1 -0.3
C -3.51340 2.26863 2.86410 0.0 0.0 0.0
C -1.65664 1.38535 4.06384 0.0 0.0 0.1
C 4.70599 -0.21280 0.38253 0.0 0.0 0.0
C 1.65879 -4.32885 1.44942 -0.1 0.0 0.0
C 2.15242 -1.81095 2.50897 0.1 0.1 0.0
C 0.31696 -1.46526 -3.26040 0.0 -0.1 -0.1
C -0.28948 -0.36870 2.96825 -0.2 0.2 0.2
C -3.13991 1.48529 1.78108 0.0 0.1 0.0
C 2.90221 -4.02389 1.98591 0.0 0.0 0.0
C 6.33327 0.88826 1.95065 -0.1 0.0 0.0
C -1.90780 -2.85458 -2.36342 -0.2 -0.2 0.2
C 5.00030 0.83160 1.25892 0.1 0.0 0.1
C 2.78943 1.75034 0.88538 0.1 -0.1 -0.1
C -0.05117 -1.56199 -1.93370 1.0 -0.2 0.0
C 0.66130 -3.36878 1.43616 -0.1 -0.2 0.0
C -3.09818 3.80750 -1.99681 0.0 0.3 0.1
C -0.49597 -2.13567 -4.15569 -0.1 0.0 0.0
C 0.91017 -2.11583 1.97194 -0.1 0.2 0.0
C -2.75650 2.23193 4.01836 0.0 0.0 0.0
C -1.61288 -2.85078 -3.70456 0.1 0.0 -0.1
C -1.35640 0.62528 2.95335 0.1 -0.1 0.0
C 3.47484 -0.29839 -0.23894 0.0 0.1 -0.1
C -5.22815 1.69064 -2.90281 -0.3 0.0 -0.1
H 1.17825 -0.89084 -3.56831 0.0 0.0 0.0
H 1.46955 -5.31579 1.05063 0.0 0.0 0.0
H -4.39568 2.88890 2.79090 0.0 0.0 0.0
H -1.47373 1.88264 -4.23048 0.0 0.0 0.0
H -3.29927 4.70206 -2.59344 0.0 0.0 0.0
H -3.69225 3.86563 -1.08370 0.0 0.0 0.0
H 2.35731 -0.81516 2.88750 0.0 0.0 0.0
H 4.12340 -2.54330 2.93981 0.0 0.0 0.0
H -0.26529 -2.10666 -5.21312 0.0 0.0 0.0
H 5.45375 -0.97123 0.18478 0.0 0.0 0.0
H -5.65742 1.78340 -1.90511 0.0 0.0 0.0
H 7.14030 0.62283 1.26888 0.0 0.0 0.0
H 6.35967 0.17522 2.77766 0.0 0.0 0.0
H -3.01845 2.84044 4.87304 0.0 0.0 0.0
H -2.23911 -3.39815 -4.39366 0.0 0.0 0.0
H 2.04518 2.51524 1.06631 0.0 0.0 0.0
H -5.28076 0.64655 -3.21159 0.0 0.0 0.0
H -2.76693 -3.36434 -1.94594 0.0 0.0 0.0
H -2.04053 3.80364 -1.73151 0.0 0.1 0.0
H -2.88460 1.09776 -4.98060 0.0 0.0 0.0
H 0.29197 -0.51947 3.87322 0.0 0.0 0.0
H -3.71008 1.48227 0.86477 0.0 0.0 0.0
H 3.24989 -1.12069 -0.90695 0.0 0.0 0.0
H -2.65316 2.84688 -5.12900 0.0 0.0 0.0
H 6.53065 1.87776 2.35754 0.0 0.0 0.0
H -1.04687 1.30286 4.95373 0.0 0.0 0.0
H 4.25270 2.63000 2.16410 0.0 0.0 0.0
H -0.32315 -3.61787 1.06257 0.0 0.0 -0.1
H -5.83617 2.28336 -3.59480 0.0 0.0 0.0
```
Forces are in eV/Å.